[1]
A molecular structure, C61H61AsNO3P2RhS2Si in a non-equilibrium geometry, computed with the ωB97M-V functional and the def2-TZVPD basis.

Each line ends with the Löwdin charge.
Atoms and positions in Å:
Rh 0.350 0.072 0.020  0.565
C 6.523 -0.593 1.924  -0.074
C 5.773 0.553 2.164  -0.077
C 4.399 0.531 2.001  -0.125
C 3.745 -0.638 1.601  -0.313
C 4.500 -1.785 1.385  -0.063
C 5.882 -1.760 1.540  -0.066
P 1.924 -0.686 1.520  1.074
C 1.595 -2.452 1.678  -0.390
C 1.685 -3.213 0.512  -0.127
C 1.506 -4.586 0.576  -0.076
C 1.207 -5.197 1.789  -0.076
C 1.106 -4.435 2.942  -0.065
C 1.319 -3.064 2.892  -0.067
C 1.484 0.229 3.011  -0.301
C 2.180 0.172 4.190  -0.092
C 1.810 1.003 5.264  -0.074
C 0.767 1.875 5.115  -0.020
C 0.047 1.967 3.902  -0.163
C -1.056 2.845 3.753  -0.030
C -1.761 2.822 2.590  -0.112
C -1.372 1.985 1.518  -0.211
C -0.246 1.216 1.567  -0.310
C 0.428 1.145 2.816  -0.215
H 7.598 -0.576 2.045  0.106
H 6.258 1.469 2.477  0.112
H 3.839 1.428 2.216  0.093
H 4.027 -2.710 1.089  0.096
H 6.450 -2.663 1.362  0.106
H 1.905 -2.736 -0.440  0.107
H 1.597 -5.184 -0.322  0.102
H 1.049 -6.267 1.831  0.105
H 0.867 -4.908 3.887  0.106
H 1.236 -2.464 3.788  0.081
H 3.015 -0.510 4.300  0.119
H 2.353 0.949 6.199  0.107
H 0.475 2.522 5.935  0.116
H -1.361 3.464 4.588  0.113
H -2.660 3.417 2.481  0.113
H -2.033 1.929 0.662  0.056
C 4.762 1.450 -1.065  -0.154
Si 2.946 1.934 -1.183  0.385
C 2.322 2.903 0.296  -0.152
C 2.886 3.196 -2.574  -0.149
N 1.873 0.580 -1.395  -0.183
C 1.885 -0.181 -2.550  -0.317
C 2.849 -0.003 -3.562  -0.053
C 2.828 -0.676 -4.772  -0.094
C 1.839 -1.607 -5.037  -0.103
C 0.903 -1.864 -4.044  -0.049
C 0.946 -1.198 -2.832  -0.224
O -0.005 -1.468 -1.839  -0.140
C -0.937 -2.478 -2.054  -0.331
C -2.273 -2.132 -2.125  -0.046
C -3.221 -3.129 -2.319  -0.072
C -2.830 -4.455 -2.437  -0.091
C -1.484 -4.788 -2.340  -0.069
C -0.534 -3.799 -2.137  -0.032
H 5.356 2.335 -0.807  0.041
H 5.126 1.102 -2.036  0.026
H 4.987 0.668 -0.342  -0.001
H 2.709 3.927 0.230  0.046
H 2.558 2.528 1.289  0.002
H 1.234 2.966 0.240  0.000
H 3.803 3.794 -2.502  0.040
H 2.047 3.883 -2.430  0.017
H 2.822 2.792 -3.587  0.031
H 3.638 0.720 -3.404  0.068
H 3.596 -0.462 -5.506  0.104
H 1.788 -2.131 -5.982  0.099
H 0.121 -2.589 -4.224  0.116
H -2.562 -1.098 -1.997  0.089
H -4.269 -2.862 -2.368  0.111
H -3.572 -5.229 -2.592  0.104
H -1.172 -5.823 -2.412  0.108
H 0.517 -4.034 -2.060  0.112
C -2.873 -1.856 5.650  -0.074
C -1.564 -1.193 5.259  -0.427
C -0.394 -1.887 5.921  -0.041
O -1.281 -1.176 3.828  -0.303
P -2.365 -1.263 2.672  -0.025
S -3.823 0.019 2.802  0.320
S -1.357 -1.325 0.864  0.528
O -2.762 -2.798 2.806  -0.317
C -3.650 -3.640 2.025  -0.432
C -2.780 -4.615 1.257  -0.049
C -4.608 -2.882 1.126  -0.085
H -3.002 -1.711 6.726  0.088
H -2.842 -2.928 5.448  0.084
H -3.727 -1.416 5.141  0.031
H -1.583 -0.142 5.555  0.136
H -0.352 -2.931 5.601  0.084
H -0.525 -1.868 7.005  0.090
H 0.546 -1.393 5.679  0.054
H -4.221 -4.177 2.784  0.140
H -2.172 -4.083 0.522  0.049
H -3.407 -5.340 0.733  0.085
H -2.111 -5.146 1.937  0.078
H -4.066 -2.330 0.354  0.050
H -5.224 -2.184 1.686  0.044
H -5.252 -3.615 0.632  0.087
C -5.665 1.777 -2.856  -0.088
C -4.770 0.957 -3.532  -0.081
C -3.415 1.014 -3.237  -0.127
C -2.940 1.896 -2.271  -0.352
C -3.840 2.718 -1.603  -0.097
C -5.197 2.656 -1.891  -0.078
As -1.025 1.916 -1.839  1.407
C -0.833 3.849 -1.575  -0.295
C -1.016 4.598 -0.422  -0.096
C -0.822 5.973 -0.439  -0.071
C -0.437 6.609 -1.611  -0.072
C -0.245 5.866 -2.766  -0.023
C -0.440 4.489 -2.755  -0.211
C -0.234 3.606 -3.921  -0.211
C 0.133 4.027 -5.193  -0.023
C 0.324 3.095 -6.203  -0.071
C 0.145 1.742 -5.947  -0.068
C -0.227 1.317 -4.678  -0.090
C -0.415 2.245 -3.666  -0.289
H -6.723 1.732 -3.084  0.101
H -5.125 0.273 -4.294  0.104
H -2.729 0.373 -3.780  0.090
H -3.486 3.423 -0.860  0.092
H -5.888 3.302 -1.362  0.104
H -1.295 4.128 0.507  0.067
H -0.966 6.543 0.472  0.105
H -0.280 7.680 -1.625  0.103
H 0.066 6.362 -3.677  0.106
H 0.276 5.080 -5.403  0.105
H 0.615 3.426 -7.192  0.103
H 0.303 1.011 -6.730  0.105
H -0.349 0.259 -4.494  0.087

Atoms 1-6, force components in eV/Å:
0.1066 -0.2418 -0.0395
-0.0614 0.0215 0.0241
0.0036 -0.0459 0.0499
0.0483 -0.0988 0.1787
0.0548 0.1352 -0.1678
0.2191 0.0100 -0.2212

Properties
multiplicity	1
highest occupied orbital energy (alpha / beta)	-6.975 / -6.975	eV
calculated total energy	-183857.735	eV
charge	0

***

[2]
A molecular structure, C61H62IrN8O2P3S2 in a non-equilibrium geometry, computed with the ωB97M-V functional and the def2-TZVPD basis.

Each line ends with the Löwdin charge.
Atoms and positions in Å:
Ir 0.435 0.743 0.216  0.870
O -0.392 -2.059 1.278  -0.498
S 1.037 -1.677 1.339  0.840
C 1.980 -3.036 0.652  -0.261
C 1.726 -4.324 1.114  0.000
C 2.572 -5.391 0.828  0.069
C 3.716 -5.135 0.081  -0.077
C 4.852 -6.017 -0.325  -0.063
C 5.807 -5.099 -1.118  -0.061
C 5.123 -3.775 -1.156  -0.074
C 5.459 -2.569 -1.762  0.071
C 4.577 -1.504 -1.648  -0.025
C 3.393 -1.537 -0.887  -0.179
P 2.243 -0.114 -1.185  0.972
C 3.372 1.297 -1.361  -0.399
C 4.510 1.410 -0.558  -0.132
C 5.297 2.547 -0.625  -0.064
C 4.943 3.588 -1.475  -0.044
C 3.801 3.490 -2.257  -0.047
C 3.010 2.353 -2.198  -0.113
C 1.784 -0.654 -2.857  -0.418
C 0.686 -1.510 -2.942  -0.128
C 0.387 -2.129 -4.144  -0.054
C 1.174 -1.888 -5.262  -0.036
C 2.252 -1.014 -5.184  -0.047
C 2.570 -0.406 -3.982  -0.110
C 3.062 -2.748 -0.209  -0.127
C 3.929 -3.840 -0.421  -0.074
C 1.482 -1.808 3.066  -0.287
C 2.602 -2.495 3.488  -0.054
C 2.900 -2.683 4.846  0.006
C 2.055 -2.143 5.781  -0.128
C 2.074 -2.177 7.281  -0.081
C 0.879 -1.296 7.718  -0.079
C 0.243 -0.846 6.436  -0.126
C -0.843 -0.048 6.185  0.030
C -1.169 0.225 4.851  -0.072
C -0.471 -0.278 3.757  -0.284
P -1.065 0.369 2.145  1.009
C -2.767 -0.254 2.011  -0.325
C -3.324 -1.079 2.988  -0.063
C -4.664 -1.425 2.921  -0.044
C -5.442 -1.006 1.853  -0.044
C -4.872 -0.250 0.841  -0.062
C -3.543 0.132 0.919  -0.113
C -1.234 2.131 2.651  -0.363
C -0.171 2.694 3.365  -0.134
C -0.242 3.997 3.821  -0.060
C -1.374 4.760 3.563  -0.048
C -2.424 4.215 2.839  -0.068
C -2.354 2.908 2.378  -0.076
C 0.630 -1.145 3.992  -0.131
C 0.955 -1.375 5.345  -0.070
H 0.853 -4.481 1.737  0.143
H 2.345 -6.376 1.212  0.143
H 4.501 -6.858 -0.927  0.149
H 5.338 -6.447 0.554  0.148
H 6.002 -5.472 -2.126  0.150
H 6.782 -5.008 -0.630  0.151
H 6.367 -2.454 -2.338  0.143
H 4.824 -0.600 -2.186  0.113
H 4.788 0.597 0.103  0.103
H 6.187 2.622 -0.016  0.116
H 5.563 4.472 -1.526  0.121
H 3.528 4.305 -2.915  0.118
H 2.116 2.265 -2.809  0.031
H 0.083 -1.694 -2.057  0.094
H -0.451 -2.809 -4.210  0.120
H 0.955 -2.389 -6.195  0.121
H 2.851 -0.817 -6.063  0.122
H 3.426 0.254 -3.918  0.109
H 3.262 -2.936 2.753  0.107
H 3.767 -3.264 5.132  0.126
H 3.021 -1.807 7.675  0.131
H 1.969 -3.202 7.641  0.134
H 1.196 -0.438 8.312  0.133
H 0.164 -1.851 8.326  0.134
H -1.434 0.384 6.981  0.132
H -2.012 0.877 4.666  0.124
H -2.726 -1.448 3.807  0.105
H -5.100 -2.022 3.710  0.118
H -6.485 -1.286 1.804  0.119
H -5.464 0.024 -0.022  0.106
H -3.098 0.735 0.141  0.055
H 0.690 2.083 3.601  0.093
H 0.574 4.420 4.393  0.114
H -1.439 5.771 3.939  0.118
H -3.305 4.811 2.645  0.113
H -3.189 2.473 1.843  0.090
S -0.126 1.653 -3.952  0.892
C 0.091 2.378 -5.501  -0.633
C -1.008 2.655 -6.335  -0.111
C -0.809 3.240 -7.570  -0.056
C 0.476 3.547 -8.005  -0.042
C 1.571 3.265 -7.193  -0.062
C 1.386 2.690 -5.952  -0.109
H -2.005 2.393 -6.012  0.091
H -1.655 3.448 -8.211  0.117
H 0.622 3.992 -8.979  0.118
H 2.568 3.507 -7.535  0.114
H 2.231 2.468 -5.313  0.088
N 4.840 2.183 3.036  0.166
N 3.686 2.406 2.368  -0.265
N 3.357 3.601 1.944  0.176
C 2.245 3.359 1.271  -0.169
N 1.939 2.061 1.304  -0.131
N 2.877 1.455 2.010  0.090
H 5.226 3.025 3.437  0.125
H 4.836 1.360 3.618  0.116
H 1.652 4.121 0.798  0.128
C -3.928 1.714 -3.548  -0.082
N -2.948 1.475 -2.502  -0.322
C -2.572 0.075 -2.373  -0.132
P -2.227 2.661 -1.623  0.528
O -1.279 2.092 -0.609  -0.434
N -3.485 3.559 -1.028  -0.273
C -3.177 4.867 -0.448  -0.074
C -4.793 3.006 -0.696  -0.086
N -1.363 3.794 -2.526  -0.336
C -0.121 4.339 -1.996  -0.127
C -2.005 4.663 -3.499  -0.087
H -4.826 1.117 -3.369  0.099
H -3.525 1.414 -4.519  0.081
H -4.207 2.763 -3.588  0.074
H -3.417 -0.510 -1.998  0.094
H -1.737 -0.027 -1.681  0.038
H -2.275 -0.335 -3.341  0.071
H -2.991 5.610 -1.225  0.079
H -2.315 4.818 0.221  0.070
H -4.033 5.209 0.132  0.096
H -4.872 1.990 -1.072  0.055
H -5.580 3.612 -1.151  0.102
H -4.960 3.002 0.385  0.085
H 0.328 3.630 -1.304  0.038
H -0.295 5.286 -1.471  0.093
H 0.578 4.529 -2.815  0.086
H -3.073 4.463 -3.553  0.075
H -1.570 4.513 -4.489  0.075
H -1.860 5.712 -3.231  0.094

Atoms 1-6, force components in eV/Å:
-0.1161 0.4438 0.0204
-0.1382 -0.5242 -0.1921
-0.2453 -0.1370 0.7857
0.3835 0.7537 -0.0788
-0.0660 -0.5502 0.0023
-0.5021 0.0862 0.2326

Properties
ΔE to the lowest compared entry with this formula, charge and spin	0.0	kJ/mol
multiplicity	6
highest occupied orbital energy (alpha / beta)	-13.667 / -14.139	eV
calculated total energy	-132629.932	eV
charge	+3

***

[3]
4 unconnected molecules or ions with the total composition C61H65BNO9 in a non-equilibrium geometry, computed with the ωB97M-V functional and the def2-TZVPD basis.

Each line ends with the Löwdin charge.
Atoms and positions in Å:
C -2.070 -2.249 -1.948  -0.095
C -2.462 -1.202 -0.876  -0.248
C -3.975 -1.028 -0.723  -0.216
C -4.449 -0.657 0.693  -0.228
C -4.428 0.838 0.980  -0.209
C -2.991 1.400 1.098  -0.234
C -2.725 2.243 2.342  -0.100
B -1.096 2.271 2.630  -0.910
N -0.374 2.785 1.337  0.127
O -0.569 0.938 2.999  -0.020
C -0.117 1.026 4.324  -0.149
C 0.314 2.512 4.520  -0.426
C 0.068 2.867 6.016  -0.087
C 1.189 3.611 6.787  -0.175
C 1.145 3.248 8.303  -0.197
C 2.307 2.350 8.754  -0.197
C 1.870 1.020 9.422  -0.220
C 2.379 0.884 10.850  -0.272
C 3.875 0.548 10.907  -0.114
C 1.723 2.717 4.041  -0.151
O 2.007 1.981 2.867  -0.141
C 3.212 2.395 2.266  -0.286
C 3.803 1.218 1.521  -0.073
O -0.694 3.143 3.772  0.027
H -1.527 -3.056 -1.469  0.058
H -1.396 -1.802 -2.672  0.048
H -2.934 -2.656 -2.459  0.059
H -2.031 -1.493 0.075  0.097
H -2.046 -0.242 -1.163  0.089
H -4.351 -0.286 -1.423  0.108
H -4.469 -1.966 -0.982  0.089
H -3.822 -1.180 1.416  0.101
H -5.477 -1.011 0.781  0.096
H -4.973 1.045 1.896  0.094
H -4.953 1.338 0.165  0.098
H -2.752 1.969 0.206  0.097
H -2.312 0.551 1.140  0.083
H -3.243 1.822 3.207  0.090
H -3.076 3.262 2.152  0.089
H -0.079 2.021 0.740  0.019
H -0.928 3.454 0.815  0.033
H -0.998 0.830 4.951  0.117
H 0.643 0.279 4.568  0.124
H -0.245 1.995 6.578  0.099
H -0.789 3.527 6.005  0.119
H 2.179 3.346 6.444  0.074
H 0.990 4.675 6.719  0.104
H 0.185 2.829 8.580  0.095
H 1.261 4.187 8.841  0.094
H 2.956 2.104 7.920  0.098
H 2.935 2.879 9.466  0.099
H 2.304 0.197 8.857  0.103
H 0.792 0.910 9.354  0.098
H 2.222 1.830 11.362  0.098
H 1.837 0.102 11.373  0.095
H 4.023 -0.509 11.102  0.063
H 4.410 0.824 10.003  0.068
H 4.349 1.074 11.730  0.061
H 1.940 3.782 3.910  0.142
H 2.414 2.346 4.811  0.119
H 3.046 3.237 1.591  0.117
H 3.925 2.674 3.050  0.109
H 3.816 0.353 2.177  0.074
H 4.828 1.437 1.231  0.067
H 3.189 0.969 0.661  0.061
C 0.561 2.917 -1.917  -0.035
C 0.707 1.536 -2.007  -0.038
C 0.643 0.907 -3.240  0.003
C 0.423 1.654 -4.390  -0.091
C 0.255 3.040 -4.298  -0.100
C 0.335 3.667 -3.059  0.010
C -0.020 3.856 -5.508  -0.304
O -0.154 5.062 -5.444  0.099
C -0.122 3.156 -6.822  -0.098
C -0.423 3.893 -7.962  -0.003
C -0.510 3.262 -9.191  -0.064
C -0.294 1.890 -9.288  -0.066
C 0.001 1.152 -8.155  -0.015
C 0.084 1.781 -6.919  -0.104
C 0.377 0.965 -5.704  -0.285
O 0.568 -0.231 -5.801  0.104
H 0.617 3.399 -0.947  0.093
H 0.870 0.953 -1.110  0.108
H 0.761 -0.166 -3.313  0.117
H 0.214 4.739 -2.993  0.121
H -0.590 4.958 -7.880  0.119
H -0.749 3.836 -10.076  0.104
H -0.359 1.398 -10.250  0.104
H 0.166 0.085 -8.222  0.121
C -4.884 -4.701 2.948  -0.047
C -4.032 -4.531 1.862  -0.046
C -4.309 -5.154 0.657  0.005
C -5.433 -5.961 0.536  -0.082
C -6.278 -6.149 1.634  -0.086
C -6.003 -5.508 2.836  -0.002
C -7.464 -7.041 1.542  -0.278
O -8.204 -7.203 2.492  0.100
C -7.721 -7.741 0.252  -0.082
C -8.793 -8.619 0.157  -0.006
C -9.052 -9.267 -1.038  -0.064
C -8.246 -9.035 -2.148  -0.063
C -7.174 -8.165 -2.058  -0.004
C -6.902 -7.521 -0.857  -0.081
C -5.725 -6.610 -0.770  -0.277
O -5.024 -6.411 -1.741  0.107
H -4.671 -4.202 3.885  0.111
H -3.154 -3.905 1.956  0.111
H -3.653 -5.017 -0.192  0.119
H -6.666 -5.646 3.679  0.119
H -9.419 -8.793 1.022  0.118
H -9.886 -9.954 -1.108  0.104
H -8.454 -9.538 -3.083  0.105
H -6.541 -7.983 -2.916  0.120
C 9.472 -0.199 -3.659  -0.061
C 9.483 -1.038 -4.769  -0.063
C 8.516 -0.906 -5.750  -0.006
C 7.526 0.060 -5.622  -0.082
C 7.503 0.889 -4.499  -0.080
C 8.485 0.762 -3.524  -0.002
C 6.427 1.904 -4.319  -0.276
O 6.416 2.630 -3.347  0.112
C 5.368 1.998 -5.360  -0.079
C 4.326 2.899 -5.189  0.017
C 3.339 3.004 -6.154  -0.038
C 3.390 2.218 -7.301  -0.040
C 4.429 1.319 -7.476  0.008
C 5.415 1.197 -6.505  -0.081
C 6.502 0.200 -6.696  -0.277
O 6.556 -0.485 -7.697  0.101
H 10.233 -0.299 -2.896  0.105
H 10.250 -1.796 -4.867  0.105
H 8.523 -1.552 -6.617  0.118
H 8.467 1.413 -2.661  0.121
H 4.286 3.511 -4.298  0.126
H 2.530 3.704 -6.012  0.101
H 2.622 2.302 -8.059  0.102
H 4.476 0.704 -8.363  0.120

Atoms 1-6, force components in eV/Å:
0.2195 0.5227 0.5533
-0.3222 -0.1318 -0.7090
-0.0765 -0.3595 0.5889
-0.2129 0.2812 -0.5702
0.5507 0.0073 -0.2171
-0.5798 -0.3271 0.5210

Properties
multiplicity	1
highest occupied orbital energy	-4.159	eV
calculated total energy	-84910.321	eV
charge	-1

***

Question: Number 3 is which compound?
Answer: C61H65BNO9

***

Question: Number 3 is which compound?
Answer: C61H65BNO9

***

Question: The highest calculated total energy belongs to which entry?
Answer: C61H65BNO9